# 1
{"formula": "C35H38As2BCuF4NO10P", "method": "wB97M-V/def2-TZVPD", "species": ["H", "F", "H", "C", "H", "C", "H", "O", "O", "C", "H", "H", "C", "C", "F", "F", "H", "C", "C", "O", "C", "H", "H", "P", "H", "C", "O", "C", "H", "H", "Cu", "O", "C", "C", "H", "C", "C", "C", "N", "C", "C", "As", "H", "C", "B", "H", "H", "H", "C", "C", "H", "H", "H", "H", "O", "C", "H", "C", "H", "C", "C", "H", "H", "H", "H", "H", "As", "O", "H", "H", "H", "C", "H", "C", "C", "C", "H", "C", "H", "C", "O", "H", "O", "C", "H", "C", "H", "F", "C", "H", "C", "O", "C"], "coordinates": [[3.38, -5.18, -1.40], [4.66, 0.27, -1.47], [0.10, 2.33, -5.46], [0.46, 3.66, -1.60], [3.65, 0.53, 4.19], [-1.29, -2.64, -4.43], [-5.40, 0.72, 1.52], [0.04, 1.11, 2.68], [1.65, 3.46, -1.67], [2.20, -3.82, -0.24], [1.34, -0.88, -1.81], [-4.83, 2.35, 1.05], [2.03, -1.91, 2.49], [3.89, -1.57, 4.51], [5.16, 0.69, 0.74], [2.99, 0.61, 0.05], [-2.00, 4.37, -1.12], [0.46, 3.11, -4.78], [-1.46, 2.58, -2.75], [0.03, 4.89, -1.31], [-3.20, -2.09, 2.22], [2.32, -4.03, 2.79], [-3.71, 0.32, -5.09], [0.75, -1.96, 1.20], [-1.99, -1.66, 0.50], [2.60, -3.02, 3.10], [-1.28, 2.38, 3.93], [-2.19, -0.03, -1.99], [0.44, 0.09, -3.02], [-3.94, 1.43, 2.29], [1.73, 0.88, 1.79], [-2.20, 2.30, 0.65], [0.05, -4.64, 0.47], [-2.95, 1.04, -4.80], [-1.97, 0.64, -5.05], [-2.00, -2.73, 4.19], [-0.78, -2.21, 2.18], [-0.51, 2.54, -1.82], [2.44, 2.88, 1.64], [-0.39, 2.25, 3.11], [1.00, -3.62, 0.45], [-3.12, 1.43, -2.89], [1.94, 0.71, -2.28], [-1.61, 3.75, -3.68], [4.32, 0.03, -0.14], [-0.21, -2.67, -4.29], [2.28, 3.22, 0.69], [1.98, 4.76, 2.50], [1.49, -6.04, -0.85], [-3.21, -2.47, 3.55], [2.08, 3.41, 3.62], [-0.89, -4.49, 0.99], [-1.54, -2.63, -5.49], [3.99, -3.72, 4.59], [-0.91, -2.04, -1.93], [0.29, -5.84, -0.18], [0.88, 2.67, -3.89], [-2.59, 1.30, 0.09], [-0.06, 3.57, 1.46], [2.44, -5.03, -0.88], [-4.53, 1.36, 1.37], [-2.00, -3.02, 5.24], [-0.27, 4.36, 3.02], [3.45, 2.86, 1.78], [-4.13, -1.87, 1.70], [2.94, -3.03, -0.26], [0.14, 0.99, -0.63], [-2.61, 4.41, -3.70], [1.23, 3.69, -5.28], [-1.72, -3.51, -3.94], [1.68, -6.98, -1.35], [-1.75, 0.44, -0.81], [-0.45, -6.62, -0.16], [1.04, 0.12, -2.12], [1.74, 3.70, 2.63], [0.22, 3.53, 2.51], [0.13, -2.78, 4.03], [-1.54, -1.25, -2.58], [-4.14, -2.56, 4.09], [-1.33, 5.21, -0.96], [-0.60, 4.04, -4.51], [-1.34, 5.48, 0.09], [-1.83, -1.43, -3.88], [3.33, -0.46, 3.88], [4.63, -1.43, 5.30], [3.54, -2.85, 4.11], [-3.13, 1.98, -5.31], [4.24, -1.33, 0.12], [-0.80, -2.60, 3.51], [-1.63, 6.05, -1.58], [2.41, -0.62, 2.85], [-3.76, 0.71, 0.35], [-2.00, -1.95, 1.54]], "e_tot_ha": -9041.62933, "e_homo_ev": [-5.42, -5.38], "homo_lumo_gap_ev": [6.578, 6.534], "charge": -1, "de_lowest_kj_mol": 21.9, "spin_multiplicity": 2}

***

# 2
{"formula": "C35H38BClN5NiOS3Te2", "method": "wB97M-V/def2-TZVPD", "species": ["H", "H", "C", "C", "H", "C", "H", "Cl", "C", "C", "H", "H", "H", "N", "C", "C", "H", "Te", "C", "H", "C", "H", "C", "N", "C", "C", "C", "S", "H", "Te", "H", "N", "S", "C", "H", "N", "C", "H", "B", "O", "C", "H", "C", "H", "N", "H", "H", "H", "C", "C", "H", "C", "H", "H", "C", "C", "Ni", "H", "H", "H", "H", "H", "C", "C", "C", "C", "H", "S", "C", "C", "H", "H", "H", "C", "H", "C", "H", "C", "C", "H", "H", "H", "H", "C", "C", "C", "H"], "coordinates": [[-7.61, -4.15, -2.18], [-2.29, 0.71, -5.39], [-0.07, 3.00, 1.59], [1.23, -2.54, 3.94], [-0.88, -2.26, 4.08], [-1.07, 5.61, 1.67], [-4.54, -0.61, -0.49], [0.45, -1.12, -2.27], [-6.73, -2.54, -3.38], [3.58, 0.11, 3.01], [-4.63, 2.53, -4.72], [6.00, 1.58, 0.43], [0.94, -3.52, 5.82], [0.86, 0.90, -4.67], [0.04, -1.67, 4.17], [0.31, 1.84, -3.87], [-0.73, 5.62, -0.45], [-2.47, -1.92, -2.40], [3.09, -3.32, 2.65], [2.79, 1.18, -4.01], [-0.66, 5.06, 0.47], [0.06, -1.26, 5.19], [3.38, -4.25, 3.63], [-1.02, 1.86, -4.13], [4.72, 0.76, 3.44], [4.17, 0.51, 0.71], [-0.16, 3.76, 0.43], [-2.32, 1.05, -0.75], [-7.59, -2.23, -3.97], [1.53, -1.03, 1.04], [-5.20, -1.13, -4.14], [-4.73, 0.87, -1.94], [1.17, 2.88, -2.81], [3.95, 0.40, -0.76], [-5.61, 0.73, -0.05], [0.79, 0.95, 0.50], [-5.39, 1.26, -3.07], [4.91, 0.86, 4.50], [-2.08, 2.87, -3.58], [0.59, 1.08, 2.75], [-6.76, -3.54, -2.46], [3.16, 1.08, -1.09], [0.46, 1.56, 1.61], [2.88, -0.29, 3.73], [-3.34, 2.09, -3.09], [-6.14, -0.48, -1.26], [2.65, 0.40, -5.61], [-2.47, 3.56, -4.51], [-0.13, 0.29, -5.40], [5.60, 1.30, 2.51], [4.61, -4.17, 1.40], [2.23, 0.46, -4.60], [-0.02, -0.83, 3.47], [4.23, -4.92, 3.50], [-0.97, 4.87, 2.84], [-1.29, 0.90, -5.07], [0.05, 1.19, -1.41], [6.49, 1.81, 2.83], [2.27, -0.52, -4.10], [3.46, -3.15, 0.52], [-1.61, 3.51, -2.69], [4.68, -2.41, 1.53], [2.95, -5.35, 5.86], [-0.47, 3.57, 2.80], [-4.51, -2.50, -2.64], [-5.29, 0.08, -0.87], [2.31, -5.23, 6.73], [-5.23, -3.75, -1.72], [-3.46, 1.36, -1.97], [3.30, -0.02, 1.66], [3.61, -0.60, -1.05], [-1.46, 6.62, 1.70], [3.98, -5.26, 6.19], [-5.45, -1.95, -3.49], [2.81, -6.38, 5.49], [2.62, -4.34, 4.79], [-1.28, 5.29, 3.79], [1.55, -3.48, 4.93], [5.32, 1.16, 1.16], [-6.40, 0.96, -3.28], [0.16, 3.35, -0.52], [0.07, -0.55, -6.03], [4.86, 0.64, -1.30], [-4.51, 2.01, -3.78], [2.00, -2.44, 2.80], [4.01, -3.27, 1.46], [-0.38, 2.97, 3.69]], "e_tot_ha": -5429.54319, "e_homo_ev": [-0.15, -0.12], "homo_lumo_gap_ev": [3.854, 3.349], "charge": -2, "de_lowest_kj_mol": 135.1, "spin_multiplicity": 2}

***

# 3
{"formula": "C35H38BF6NO2", "method": "wB97M-V/def2-TZVPD", "species": ["H", "C", "C", "C", "F", "H", "H", "H", "F", "C", "B", "H", "C", "C", "C", "C", "C", "H", "H", "H", "C", "H", "N", "H", "F", "H", "H", "C", "C", "C", "H", "C", "H", "C", "H", "H", "H", "H", "H", "H", "H", "C", "C", "C", "F", "C", "C", "H", "F", "F", "H", "H", "H", "C", "H", "H", "O", "H", "H", "C", "H", "C", "H", "H", "C", "H", "C", "C", "C", "H", "C", "C", "C", "C", "C", "H", "H", "H", "O", "C", "C", "C", "H"], "coordinates": [[-0.22, 3.73, 4.65], [2.92, 0.47, 3.91], [-4.92, 3.09, 4.61], [-1.51, 2.33, 3.71], [-5.24, -1.63, 0.51], [-0.24, 1.27, 5.12], [-0.36, 1.92, 0.70], [-1.44, 5.48, 2.86], [-1.80, 1.68, -2.66], [-2.81, 2.27, 8.82], [-0.08, 0.27, 2.96], [2.43, -1.97, 4.48], [-6.43, 4.87, 2.94], [-0.85, 4.58, 2.77], [-2.03, 1.08, -0.36], [-2.05, 4.66, 5.29], [-2.41, 3.88, 6.53], [2.20, -2.23, 0.82], [-1.04, 4.18, 1.77], [-4.52, 4.45, 6.85], [-5.23, 5.23, 3.53], [-4.83, 3.04, 8.82], [-4.53, 6.42, 3.35], [-1.79, 7.64, 3.11], [-3.24, 2.82, -1.45], [3.86, -0.11, 3.96], [3.47, 1.41, 1.53], [-6.17, 2.72, 4.06], [3.10, 0.38, 1.46], [-3.23, 5.12, 4.61], [3.95, -0.31, 1.55], [-2.38, 7.52, 4.04], [-4.97, 8.42, 3.05], [-3.65, 3.87, 7.20], [-6.95, 5.59, 2.30], [-2.85, 8.50, 4.25], [-1.67, 7.31, 4.86], [-1.64, 0.33, 4.47], [-2.09, -1.63, 2.38], [3.19, 1.54, 3.88], [-3.64, -0.01, -1.29], [-1.37, 3.13, 7.08], [-2.07, -0.86, 1.62], [-1.56, 2.33, 8.20], [-3.78, -2.96, 1.48], [-0.90, 1.13, 4.24], [-1.09, 3.67, 3.98], [0.82, -1.13, 0.55], [-3.80, -2.76, -0.71], [-1.08, 3.13, -1.15], [-0.39, 3.16, 6.57], [0.56, -2.73, 1.28], [-2.99, 1.60, 9.66], [1.25, -1.88, 1.24], [-2.32, 2.14, 2.97], [3.26, -2.48, 2.98], [0.25, -1.10, 3.31], [-6.58, 1.73, 4.27], [2.33, 0.29, 4.82], [-1.16, 0.19, 1.69], [-4.36, 2.40, 5.22], [2.16, 0.15, 2.63], [-5.90, 7.29, 2.04], [-0.73, 1.73, 8.57], [-3.94, -2.07, 0.46], [2.60, 0.23, 0.50], [-4.43, 4.38, 4.33], [-3.34, 6.38, 4.00], [-2.96, -0.92, 0.55], [-1.31, 5.52, 5.56], [1.49, -1.32, 2.65], [-2.03, 2.18, -1.40], [-3.86, 3.07, 8.34], [-4.92, 7.49, 2.46], [2.29, -2.33, 3.45], [-7.86, 3.27, 2.81], [1.75, -3.29, 3.47], [0.21, 4.84, 2.76], [1.06, 1.02, 2.54], [-6.91, 3.58, 3.23], [-2.95, 0.05, -0.45], [-1.10, 1.13, 0.68], [-4.19, 7.61, 1.65]], "e_tot_ha": -2185.82823, "e_homo_ev": -7.91, "homo_lumo_gap_ev": 6.645}

***

Respective maximum force values: 0.44; 3.06; 2.66 eV/A.